The following is a quantum chemistry calculation of a 2-piece molecular cluster, C30H33BF6O2 overall in a non-equilibrium geometry, from the OMol25 dataset.

XYZ file:
```
72
C30H33BF6O2, DFT the ωB97M-V functional and the def2-TZVPD basis
C -0.93 2.36 0.39
C 0.54 2.15 -0.12
C 1.02 0.85 -0.81
C 0.64 3.23 -0.96
C 0.02 3.13 -2.43
C -1.15 3.85 -2.78
C -1.52 3.99 -4.14
C -0.87 3.25 -5.16
C 0.20 2.43 -4.77
C 0.66 2.40 -3.43
C 2.06 3.68 -0.78
C 2.33 3.26 0.58
C 3.46 2.57 0.87
C 4.53 2.83 0.04
C 5.91 2.48 0.51
F 6.35 1.32 -0.09
F 6.06 2.32 1.87
F 6.82 3.44 0.16
C 4.37 3.52 -1.21
C 3.09 3.90 -1.67
H -1.17 1.69 1.21
H -0.93 3.40 0.82
H -1.60 2.27 -0.46
H 0.96 1.88 0.91
H 0.55 0.01 -0.26
H 0.63 0.80 -1.87
H 2.15 0.72 -0.87
H 0.05 4.05 -0.52
H -1.76 4.35 -2.01
H -2.27 4.69 -4.48
H -0.91 3.56 -6.21
H 0.80 1.85 -5.46
H 1.51 1.79 -3.19
H 1.75 3.84 1.32
H 3.58 2.01 1.80
H 5.25 3.72 -1.83
H 2.86 4.28 -2.70
C 0.26 -3.95 4.30
C -0.85 -3.65 3.31
C -1.55 -4.96 2.96
O -0.22 -3.12 2.12
B -1.19 -2.31 1.56
C -1.41 -2.27 0.02
C -2.62 -1.82 -0.53
C -2.87 -1.92 -1.90
C -1.93 -2.53 -2.72
C -2.23 -2.66 -4.19
F -1.20 -3.20 -4.90
F -3.33 -3.46 -4.41
F -2.50 -1.44 -4.77
C -0.72 -2.98 -2.20
C -0.48 -2.89 -0.83
O -2.16 -1.85 2.43
C -1.86 -2.48 3.70
C -3.15 -2.91 4.36
C -1.20 -1.42 4.57
H -0.15 -4.30 5.26
H 0.91 -4.74 3.91
H 0.87 -3.06 4.50
H -1.94 -5.45 3.86
H -2.38 -4.82 2.25
H -0.84 -5.66 2.50
H -3.38 -1.36 0.11
H -3.80 -1.55 -2.32
H 0.02 -3.43 -2.85
H 0.45 -3.27 -0.43
H -2.95 -3.30 5.36
H -3.81 -2.04 4.47
H -3.69 -3.67 3.78
H -1.02 -1.78 5.59
H -0.24 -1.09 4.14
H -1.86 -0.55 4.64
```

SMILES: CC(C)[C@H](c1ccccc1)c1ccc(C(F)(F)F)cc1.CC1(C)OB(c2ccc(C(F)(F)F)cc2)OC1(C)C
Strongest force on any atom, eV/Å: 8.52
Electronic energy, Ha: -1937.47526
Relative energy (zero: lowest compared OMol25 entry of this formula, charge and spin), eV: 0.000
E_HOMO, eV: -7.8
HOMO-LUMO gap, eV: 8.09
Charge: 0